(1)
{
  "formula": "C46H36IN13O2S2V",
  "method": "the ωB97M-V functional and the def2-TZVPD basis",
  "elements": ["V", "C", "C", "N", "N", "C", "O", "C", "C", "C", "C", "C", "C", "C", "C", "C", "C", "C", "N", "H", "H", "H", "H", "H", "H", "H", "H", "H", "H", "H", "H", "S", "C", "N", "C", "C", "C", "C", "C", "C", "S", "H", "H", "H", "H", "C", "N", "C", "N", "C", "N", "C", "C", "C", "C", "C", "C", "C", "N", "N", "C", "O", "C", "C", "C", "C", "C", "C", "N", "C", "N", "C", "N", "C", "H", "H", "H", "H", "H", "H", "H", "H", "H", "H", "H", "H", "H", "H", "H", "H", "I", "C", "C", "C", "C", "N", "C", "H", "H", "H", "H"],
  "positions_angstrom": [[0.02081, -1.89627, 0.49241], [-1.51217, -3.50748, -3.18696], [-0.65753, -3.01841, -2.06640], [-1.12385, -2.67702, -0.89540], [-2.48967, -2.53671, -0.70133], [-2.62832, -1.49142, 0.09113], [-1.63040, -0.78484, 0.50133], [-3.99891, -1.05920, 0.45401], [-4.17382, 0.13147, 1.14874], [-5.44966, 0.55489, 1.49096], [-6.55161, -0.21388, 1.14725], [-6.37828, -1.41060, 0.46161], [-5.10620, -1.83360, 0.11528], [0.74503, -2.67112, -2.20539], [1.52887, -2.97499, -3.32487], [2.83005, -2.53867, -3.38196], [3.34717, -1.79997, -2.31341], [2.52470, -1.52310, -1.24902], [1.24542, -1.92547, -1.17998], [-2.51554, -3.10160, -3.07132], [-1.11298, -3.21245, -4.15612], [-1.59936, -4.59702, -3.17217], [-3.29953, 0.69843, 1.43455], [-5.58120, 1.48001, 2.03706], [-7.54711, 0.11288, 1.42008], [-7.23665, -2.01549, 0.19915], [-4.95511, -2.76328, -0.41567], [1.10206, -3.55657, -4.12986], [3.44525, -2.76946, -4.24156], [4.36705, -1.44262, -2.31465], [2.87245, -0.94559, -0.40224], [-1.32645, -0.22298, 3.77884], [-0.84660, -1.81885, 3.59805], [-0.92223, -2.64726, 2.54286], [-0.71053, -3.96622, 2.94649], [-0.98510, -5.07591, 2.14924], [-0.74059, -6.34559, 2.64350], [-0.22934, -6.52778, 3.92981], [0.00364, -5.43258, 4.74820], [-0.25612, -4.16082, 4.25493], [-0.19290, -2.61778, 5.04290], [-1.40182, -4.92547, 1.15957], [-0.96041, -7.20904, 2.02755], [-0.04466, -7.52707, 4.30124], [0.36078, -5.56800, 5.76114], [0.19940, 2.74860, 3.40062], [0.85085, 1.76653, 2.54613], [0.30807, 0.94432, 1.65163], [1.11161, -0.08888, 1.43497], [2.15081, 0.15783, 2.28342], [2.04692, 1.26667, 2.96261], [-0.37340, 3.98989, 2.76495], [-1.26594, 4.70596, 3.56343], [-1.78574, 5.91762, 3.14413], [-1.42599, 6.43065, 1.90883], [-0.55339, 5.71313, 1.09960], [-0.02701, 4.49093, 1.52129], [-0.21339, 6.29285, -0.20244], [-0.52676, 7.45206, -0.66516], [0.00338, 7.51353, -1.95965], [0.56317, 6.37817, -2.16696], [0.48728, 5.55052, -1.09138], [1.18365, 5.84458, -3.37897], [1.11803, 6.53661, -4.58467], [1.60480, 5.93456, -5.73197], [2.12235, 4.64323, -5.69063], [2.20105, 3.95813, -4.48692], [2.69485, 2.52284, -4.41355], [1.88148, 1.72375, -3.51056], [2.02033, 1.60136, -2.18261], [0.93156, 1.10407, -1.64022], [0.12299, 0.93324, -2.72032], [0.65214, 1.29013, -3.87164], [1.75146, 4.58310, -3.33314], [0.96532, 3.02969, 4.12270], [-0.57784, 2.21692, 3.95311], [-0.64600, 1.09414, 1.17858], [3.02308, -0.47047, 2.36400], [-1.54901, 4.30440, 4.52930], [-2.47420, 6.46079, 3.77735], [-1.81926, 7.37336, 1.55517], [0.65631, 3.94489, 0.88171], [0.66558, 7.51822, -4.61659], [1.54922, 6.45823, -6.67687], [2.45025, 4.16610, -6.60642], [3.71837, 2.46585, -4.03640], [2.66685, 2.06221, -5.39853], [2.92210, 1.88744, -1.66304], [-0.87003, 0.51699, -2.65306], [1.78173, 4.06895, -2.38645], [3.98831, -3.89244, 4.42366], [3.03934, -4.20682, 2.61190], [3.24709, -5.34992, 1.85772], [2.52234, -5.50444, 0.68920], [1.62080, -4.52416, 0.32146], [1.43583, -3.41081, 1.03426], [2.13336, -3.26170, 2.16290], [3.94239, -6.11039, 2.18639], [2.63010, -6.38858, 0.07695], [1.01752, -4.62679, -0.57166], [1.89731, -2.39313, 2.76232]],
  "gap_ev": [6.56, 6.21],
  "de_lowest_kj_mol": 151.3,
  "multiplicity": 4,
  "e_tot_ha": -4675.031222
}

(2)
{
  "formula": "C16H37NSi4Ti",
  "method": "the ωB97M-V functional and the def2-TZVPD basis",
  "elements": ["C", "C", "C", "C", "C", "Ti", "N", "C", "C", "H", "H", "H", "H", "H", "H", "H", "H", "H", "H", "C", "Si", "C", "C", "Si", "Si", "C", "C", "C", "Si", "C", "C", "C", "H", "H", "H", "H", "H", "H", "H", "H", "H", "H", "H", "H", "H", "H", "H", "H", "H", "H", "H", "H", "H", "H", "H", "H", "H", "H", "H"],
  "positions_angstrom": [[-0.98129, 0.43399, -4.19666], [0.38402, 0.41130, -4.63942], [1.12111, 1.38702, -3.88799], [0.20405, 2.04765, -2.99981], [-1.10150, 1.46614, -3.20436], [0.28715, -0.16632, -2.44465], [-1.00111, -0.37639, -1.03881], [-0.39664, -2.36249, -2.65506], [0.90889, -2.11486, -3.16355], [2.17697, 1.60045, -3.97959], [0.77713, -0.22349, -5.42419], [0.43038, 2.88112, -2.33995], [-2.03130, 1.80099, -2.74530], [-1.80349, -0.15103, -4.60109], [1.07003, -2.01728, -4.24396], [-1.25078, -2.33834, -3.34496], [-2.01510, -0.42393, -1.19257], [1.82336, -2.39077, -2.62085], [-0.55354, -2.93779, -1.74032], [-3.45054, -0.08422, 1.67585], [-1.81271, -0.96584, 1.97963], [-1.38808, -0.87360, 3.80890], [-1.91308, -2.75628, 1.40723], [-0.25695, -0.03562, 0.49852], [0.00467, 2.23421, 1.12379], [0.01170, 2.41260, 3.00464], [1.60130, 2.98460, 0.44906], [-1.47058, 3.13528, 0.37667], [1.80147, -1.05026, 0.85618], [2.17102, -0.98555, 2.70433], [1.72489, -2.85463, 0.33082], [3.17619, -0.18041, -0.09029], [-4.21988, -0.57855, 2.28957], [-3.77351, -0.13731, 0.62687], [-3.41018, 0.97318, 1.97062], [-2.21380, -1.35015, 4.36169], [-0.46402, -1.41127, 4.05750], [-1.29535, 0.15713, 4.17403], [-1.93607, -2.84796, 0.31438], [-1.08057, -3.35934, 1.79095], [-2.84963, -3.17723, 1.80163], [0.76577, 1.77956, 3.49180], [0.24989, 3.46164, 3.24342], [-0.97043, 2.18584, 3.44073], [1.75022, 2.78155, -0.61833], [1.54990, 4.07589, 0.58287], [2.47752, 2.62255, 1.00075], [-1.46832, 3.09037, -0.71862], [-2.42662, 2.74035, 0.74239], [-1.40172, 4.19263, 0.67388], [1.58388, -1.72774, 3.25995], [3.23474, -1.22803, 2.84549], [1.99109, -0.00072, 3.15109], [1.62216, -2.98081, -0.75137], [2.66955, -3.32996, 0.63662], [0.90681, -3.40214, 0.81236], [3.00163, -0.11442, -1.17569], [3.35509, 0.83622, 0.27999], [4.10420, -0.75752, 0.05320]],
  "gap_ev": [4.17, 4.31],
  "multiplicity": 2,
  "charge": -1,
  "e_tot_ha": -2694.070846
}

(3)
{
  "formula": "C5H4O5",
  "method": "the ωB97M-V functional and the def2-TZVPD basis",
  "elements": ["C", "O", "C", "O", "O", "O", "C", "C", "O", "C", "H", "H", "H", "H"],
  "positions_angstrom": [[2.88284, -4.17724, -0.74198], [3.68846, -4.97669, -1.09252], [2.07602, -4.17811, 0.59349], [0.93729, -4.66051, 0.49598], [2.60615, -3.51126, 1.49767], [2.81349, -0.61210, -0.45649], [1.84659, -1.20457, -1.11306], [2.43592, -0.27312, 0.90905], [0.74143, -1.14439, -0.41260], [0.96121, -0.64034, 0.93688], [2.63203, 0.79460, 1.05213], [3.04486, -0.88100, 1.58454], [0.29149, 0.21230, 1.08873], [0.72875, -1.45066, 1.63590]],
  "gap_ev": [6.37, 8.63],
  "de_lowest_kj_mol": 0.0,
  "multiplicity": 2,
  "charge": -1,
  "e_tot_ha": -569.084768
}

(4)
{
  "formula": "C54H114N6O6",
  "method": "the ωB97M-V functional and the def2-TZVPD basis",
  "elements": ["C", "C", "C", "C", "C", "C", "N", "O", "C", "C", "C", "H", "H", "H", "H", "H", "H", "H", "H", "H", "H", "H", "H", "H", "H", "H", "H", "H", "H", "H", "C", "C", "C", "C", "C", "C", "N", "O", "C", "C", "C", "H", "H", "H", "H", "H", "H", "H", "H", "H", "H", "H", "H", "H", "H", "H", "H", "H", "H", "H", "C", "C", "C", "C", "C", "C", "N", "O", "C", "C", "C", "H", "H", "H", "H", "H", "H", "H", "H", "H", "H", "H", "H", "H", "H", "H", "H", "H", "H", "H", "C", "C", "C", "C", "C", "C", "N", "O", "C", "C", "C", "H", "H", "H", "H", "H", "H", "H", "H", "H", "H", "H", "H", "H", "H", "H", "H", "H", "H", "H", "C", "C", "C", "C", "C", "C", "N", "O", "C", "C", "C", "H", "H", "H", "H", "H", "H", "H", "H", "H", "H", "H", "H", "H", "H", "H", "H", "H", "H", "H", "C", "C", "C", "C", "C", "C", "N", "O", "C", "C", "C", "H", "H", "H", "H", "H", "H", "H", "H", "H", "H", "H", "H", "H", "H", "H", "H", "H", "H", "H"],
  "positions_angstrom": [[-0.23781, -1.79994, -2.19985], [-0.17186, -0.25514, -2.40744], [-1.63762, 0.15629, -2.68017], [-1.57623, 1.66667, -2.93321], [-1.17468, 2.36338, -1.61940], [0.14645, 1.84571, -0.99735], [0.20120, 0.39843, -1.15908], [1.39240, -0.16654, -0.63573], [1.32597, 2.62328, -1.67689], [0.20058, 2.19369, 0.46817], [0.83954, -0.10751, -3.57905], [0.78272, -2.15413, -2.04184], [-0.73924, -2.35569, -2.98984], [-0.76653, -2.09098, -1.28552], [-2.12304, -0.36439, -3.50374], [-2.24315, 0.07477, -1.77958], [-2.57581, 2.02489, -3.20107], [-0.92901, 1.98629, -3.74942], [-2.00924, 2.45182, -0.91766], [-1.08996, 3.42199, -1.89072], [1.07483, 3.68272, -1.64313], [2.24758, 2.40783, -1.13979], [1.41299, 2.34997, -2.72825], [-0.62670, 1.84741, 1.09420], [1.15683, 1.95107, 0.93877], [0.15591, 3.27182, 0.66556], [1.88181, -0.00503, -3.27079], [0.58105, 0.66255, -4.30587], [0.90370, -1.04908, -4.13169], [1.12277, -0.37314, 0.26554], [4.89815, -3.30080, -4.54375], [4.82939, -4.34420, -3.44903], [3.51739, -4.14267, -2.67222], [2.22314, -4.45209, -3.44286], [2.32964, -5.87348, -4.07784], [3.66525, -6.28021, -4.69745], [4.85547, -5.72682, -4.01711], [6.08541, -6.03996, -4.64546], [3.79031, -7.81793, -4.39419], [3.80271, -5.94336, -6.17617], [5.97678, -4.17874, -2.43333], [5.58337, -3.62984, -5.33140], [5.18297, -2.31689, -4.16286], [4.00710, -3.09616, -5.14561], [3.42091, -4.91521, -1.90425], [3.52349, -3.13906, -2.24858], [1.97110, -3.70188, -4.19639], [1.38486, -4.52553, -2.74968], [1.52780, -5.84976, -4.81524], [2.04292, -6.47676, -3.21575], [3.91661, -7.78412, -3.30830], [2.84315, -8.35779, -4.46124], [4.63945, -8.31801, -4.85009], [3.95582, -4.88304, -6.35589], [4.59921, -6.52668, -6.62998], [2.85725, -6.18227, -6.67665], [6.92201, -4.56708, -2.80959], [5.70321, -4.77151, -1.55911], [6.07195, -3.12392, -2.18277], [6.46254, -6.58335, -3.94592], [-6.42728, -1.46257, -3.76832], [-6.37755, -0.95864, -2.32541], [-7.45895, 0.13853, -2.10779], [-8.88587, -0.44116, -2.01878], [-8.93888, -1.51368, -0.93806], [-7.86965, -2.60755, -1.16020], [-6.56753, -1.99022, -1.27974], [-5.51275, -2.94596, -1.43362], [-8.01512, -3.36902, 0.17877], [-8.23460, -3.55917, -2.31522], [-5.02561, -0.26870, -2.04976], [-6.29576, -0.63102, -4.46817], [-7.37037, -1.88778, -4.10038], [-5.59439, -2.14616, -3.93639], [-7.19033, 0.78494, -1.27111], [-7.43254, 0.80050, -2.97756], [-9.21680, -0.77805, -3.00063], [-9.53106, 0.38081, -1.69569], [-9.91860, -1.98640, -0.91247], [-8.69608, -1.04661, 0.01626], [-7.43703, -4.29992, 0.20637], [-7.49231, -2.81484, 0.96948], [-9.01249, -3.51203, 0.58406], [-8.87525, -3.11517, -3.07563], [-7.44833, -4.13752, -2.80358], [-8.77630, -4.41384, -1.88974], [-4.91163, 0.67104, -2.60121], [-4.24977, -0.94676, -2.39891], [-4.89668, 0.09358, -1.02928], [-5.09704, -2.87179, -0.56803], [3.16489, -2.97171, 0.79848], [2.65925, -4.13012, 1.69728], [3.91970, -4.69805, 2.33007], [3.65632, -5.58089, 3.54331], [2.93798, -4.81317, 4.61204], [1.66015, -4.15937, 4.03518], [1.80761, -3.49412, 2.73958], [0.60757, -2.92862, 2.26064], [0.64963, -5.29559, 3.96246], [1.07067, -3.16160, 5.08241], [1.92875, -5.05160, 0.75267], [3.65276, -2.17910, 1.38220], [2.37166, -2.37358, 0.34008], [3.92250, -3.26594, 0.07483], [4.64664, -5.12607, 1.63399], [4.57713, -3.89873, 2.69797], [4.57638, -5.94637, 4.01530], [3.14321, -6.51923, 3.31503], [3.61961, -4.08536, 5.06276], [2.63896, -5.49519, 5.40893], [0.25907, -5.74403, 4.87595], [-0.27715, -5.15831, 3.38166], [0.99875, -6.08519, 3.28147], [1.82121, -2.40431, 5.31204], [0.14247, -2.77330, 4.67090], [0.86704, -3.71099, 6.00094], [0.99069, -4.60368, 0.40877], [1.67312, -6.04645, 1.12594], [2.44843, -5.18403, -0.19626], [0.91766, -2.03079, 2.09028], [-6.16226, 0.97462, 5.00358], [-4.76490, 0.97026, 5.67158], [-3.67267, 0.80252, 4.62636], [-3.35342, 2.06947, 3.84732], [-3.03442, 3.23933, 4.83216], [-4.18716, 3.42291, 5.83026], [-4.53517, 2.18527, 6.47236], [-5.50039, 2.37981, 7.47926], [-3.64880, 4.45537, 6.87516], [-5.30386, 4.20492, 5.06672], [-4.68005, -0.22844, 6.56741], [-6.55670, -0.04148, 4.97230], [-6.16543, 1.31244, 3.96066], [-6.87999, 1.67460, 5.43209], [-2.76088, 0.42728, 5.10695], [-3.86062, 0.01660, 3.88922], [-4.26447, 2.29171, 3.28485], [-2.54282, 2.04213, 3.11901], [-2.85421, 4.09168, 4.18044], [-2.14165, 3.02939, 5.42566], [-4.43190, 5.07137, 7.30963], [-3.16247, 3.88305, 7.67052], [-2.84817, 5.05628, 6.44538], [-6.21143, 4.38732, 5.64715], [-4.91628, 5.13399, 4.65750], [-5.69735, 3.57293, 4.26428], [-5.64390, -0.43440, 7.05047], [-3.93762, -0.21324, 7.36505], [-4.56255, -1.13554, 5.96882], [-5.22812, 1.75919, 8.16460], [4.24558, 5.96236, -1.83692], [4.58344, 7.22346, -0.99435], [5.17939, 6.67086, 0.32339], [5.85080, 7.73627, 1.19372], [6.96769, 8.43761, 0.41111], [6.40234, 9.03667, -0.86476], [5.56217, 8.09936, -1.64168], [5.26144, 8.49378, -2.94653], [5.60096, 10.30908, -0.59250], [7.67692, 9.33705, -1.69843], [3.27040, 7.92770, -0.60737], [4.09275, 6.35449, -2.84916], [3.25633, 5.64433, -1.51524], [4.99414, 5.18110, -1.92082], [4.50066, 6.01184, 0.86255], [6.01564, 6.00950, 0.05661], [6.29266, 7.15981, 2.01330], [5.17148, 8.44120, 1.67745], [7.76817, 7.69735, 0.32500], [7.49930, 9.25858, 0.89946], [5.07336, 10.60221, -1.50415], [4.87200, 10.10406, 0.18486], [6.26116, 11.16848, -0.45012], [8.30499, 10.00935, -1.11705], [8.11075, 8.37832, -1.98902], [7.53112, 9.82599, -2.66827], [2.50008, 7.20688, -0.33456], [2.99312, 8.29542, -1.60829], [3.24031, 8.77642, 0.06698], [6.01959, 8.17981, -3.45465]],
  "gap_ev": 8.24,
  "de_lowest_kj_mol": 460.0,
  "smiles": "CC1(C)CCCC(C)(C)N1O.CC1(C)CCCC(C)(C)N1O.CC1(C)CCCC(C)(C)N1O.CC1(C)CCCC(C)(C)N1O.CC1(C)CCCC(C)(C)N1O.CC1(C)CCCC(C)(C)N1O",
  "e_tot_ha": -2905.491736
}